{"formula": "C31H49CeClO2P2", "method": "ωB97M-V with the def2-TZVPD basis set", "total_charge": 1, "fmax_ev_per_a": 4.260, "molar_mass_g_mol": 691.25, "orbital_gap_ev": [7.8, 7.9], "multiplicity": 2, "symbols": ["Ce", "C", "C", "C", "C", "C", "C", "H", "H", "H", "C", "H", "H", "H", "C", "H", "H", "H", "C", "H", "H", "H", "C", "H", "H", "H", "C", "C", "C", "C", "C", "C", "C", "C", "H", "H", "H", "H", "H", "H", "H", "H", "H", "H", "H", "H", "P", "C", "H", "H", "H", "C", "H", "H", "H", "C", "H", "H", "H", "P", "C", "H", "H", "H", "C", "H", "H", "H", "C", "H", "H", "H", "Cl", "C", "C", "C", "C", "C", "C", "C", "O", "O", "H", "H", "H", "H"], "xyz": [[0.125, 0.186, 0.021], [2.545, 0.425, 0.444], [1.897, 1.484, 1.189], [1.182, -0.560, 2.117], [2.159, -0.829, 1.054], [1.048, 0.874, 2.235], [3.632, 0.615, -0.552], [3.503, 1.518, -1.157], [3.752, -0.221, -1.253], [4.584, 0.723, -0.014], [2.781, -2.146, 0.820], [3.449, -2.138, -0.047], [2.014, -2.910, 0.641], [3.348, -2.458, 1.711], [0.604, -1.553, 3.046], [1.201, -1.585, 3.969], [0.584, -2.560, 2.614], [-0.426, -1.320, 3.347], [0.561, 1.504, 3.481], [1.400, 1.527, 4.197], [-0.235, 0.917, 3.957], [0.188, 2.527, 3.365], [2.533, 2.811, 1.276], [3.519, 2.661, 1.761], [1.955, 3.544, 1.848], [2.727, 3.249, 0.289], [-0.996, 3.128, -1.863], [0.285, 3.524, -1.664], [0.646, 4.979, -1.570], [0.213, 5.692, -0.247], [-0.567, 4.879, 0.756], [-1.850, 4.534, 0.522], [-2.539, 4.911, -0.769], [-2.104, 4.134, -2.054], [0.227, 5.550, -2.417], [-0.404, 6.556, -0.543], [1.739, 5.077, -1.672], [-1.846, 4.875, -2.832], [-1.320, 2.086, -1.824], [1.106, 2.827, -1.487], [-2.990, 3.600, -2.440], [-3.624, 4.778, -0.631], [-2.453, 3.992, 1.248], [-2.378, 5.984, -0.969], [1.110, 6.101, 0.243], [-0.050, 4.603, 1.670], [0.618, -0.822, -2.477], [1.730, -2.263, -2.396], [1.667, -2.627, -3.429], [1.356, -3.006, -1.677], [2.743, -1.940, -2.115], [-0.912, -1.394, -3.284], [-0.493, -1.884, -4.179], [-1.539, -0.514, -3.523], [-1.446, -2.103, -2.615], [1.478, 0.270, -3.659], [0.799, 1.103, -3.924], [1.668, -0.447, -4.481], [2.410, 0.646, -3.187], [-2.443, 0.048, 0.858], [-2.666, 0.698, 2.559], [-3.744, 0.918, 2.547], [-2.039, 1.578, 2.766], [-2.416, -0.143, 3.239], [-3.719, 0.440, -0.398], [-3.898, 1.528, -0.400], [-4.565, -0.182, -0.055], [-3.360, 0.090, -1.387], [-2.980, -1.661, 1.257], [-3.955, -1.447, 1.733], [-2.253, -2.112, 1.958], [-3.034, -2.250, 0.323], [0.702, -9.169, 1.126], [0.318, -7.537, 0.730], [-1.019, -7.104, 0.784], [-1.311, -5.775, 0.472], [-0.300, -4.875, 0.115], [1.018, -5.326, 0.038], [1.340, -6.649, 0.352], [-0.749, -3.462, -0.250], [-1.807, -3.388, -0.925], [-0.066, -2.426, 0.147], [-1.803, -7.803, 1.062], [-2.345, -5.438, 0.475], [1.812, -4.660, -0.303], [2.364, -7.010, 0.309]]}

=====

{"formula": "C31H49ClP2Rh", "method": "ωB97M-V with the def2-TZVPD basis set", "total_charge": 1, "fmax_ev_per_a": 4.153, "molar_mass_g_mol": 622.04, "relative_energy_kcal_mol": 74.9, "orbital_gap_ev": [5.5, 5.6], "multiplicity": 5, "symbols": ["Rh", "C", "C", "C", "C", "C", "C", "H", "H", "H", "C", "H", "H", "H", "C", "H", "H", "H", "C", "H", "H", "H", "C", "H", "H", "H", "C", "C", "C", "C", "C", "C", "C", "C", "H", "H", "H", "H", "H", "H", "H", "H", "H", "H", "H", "H", "P", "P", "C", "C", "H", "H", "H", "H", "C", "H", "H", "H", "C", "H", "H", "H", "C", "H", "H", "H", "C", "H", "H", "H", "Cl", "C", "C", "C", "C", "C", "C", "C", "H", "H", "H", "H", "H", "H"], "xyz": [[-0.688, -1.476, 0.212], [-1.387, 1.035, -1.337], [-1.714, 1.891, -0.292], [0.430, 1.154, 0.123], [-0.086, 0.345, -1.023], [-0.587, 1.982, 0.596], [-2.117, 0.881, -2.617], [-3.204, 0.805, -2.456], [-1.802, -0.017, -3.168], [-1.917, 1.760, -3.256], [0.821, 0.032, -2.165], [0.462, -0.818, -2.757], [1.839, -0.168, -1.815], [0.863, 0.909, -2.830], [1.852, 1.147, 0.521], [2.450, 1.780, -0.163], [2.260, 0.121, 0.464], [1.995, 1.549, 1.534], [-0.501, 2.880, 1.771], [-0.130, 3.877, 1.494], [0.185, 2.472, 2.522], [-1.486, 3.000, 2.235], [-2.947, 2.706, -0.192], [-2.844, 3.676, -0.701], [-3.182, 2.901, 0.858], [-3.800, 2.176, -0.632], [-3.308, -4.787, 0.637], [-4.033, -3.831, -0.192], [-5.280, -3.156, 0.291], [-5.089, -2.470, 1.651], [-3.627, -2.189, 1.992], [-2.965, -3.031, 2.877], [-3.463, -4.404, 3.214], [-3.818, -5.261, 1.991], [-6.091, -3.903, 0.337], [-5.572, -3.074, 2.435], [-5.615, -2.409, -0.452], [-4.905, -5.405, 1.950], [-2.760, -5.598, 0.136], [-4.020, -3.963, -1.285], [-3.393, -6.263, 2.153], [-2.685, -4.923, 3.796], [-2.427, -2.567, 3.702], [-4.333, -4.364, 3.900], [-5.645, -1.523, 1.640], [-3.384, -1.122, 2.062], [-2.279, -3.247, 0.514], [-0.229, -1.258, 2.424], [-0.839, -4.005, 1.692], [-0.227, -3.098, 2.752], [-0.070, -4.273, 0.961], [-1.256, -4.888, 2.151], [-0.672, -3.264, 3.737], [0.831, -3.376, 2.855], [1.335, -0.671, 3.123], [1.370, 0.427, 3.142], [2.207, -1.057, 2.585], [1.376, -1.030, 4.163], [-1.401, -0.198, 3.331], [-1.963, -0.755, 4.089], [-2.104, 0.314, 2.662], [-0.817, 0.590, 3.831], [-1.657, -3.817, -1.199], [-1.979, -3.125, -1.986], [-2.046, -4.801, -1.475], [-0.573, -3.869, -1.253], [-2.865, -1.571, -0.352], [-2.176, -0.701, -0.385], [-3.724, -1.136, 0.157], [-3.137, -1.794, -1.388], [2.552, -4.525, 1.675], [3.189, -3.017, 1.111], [4.397, -2.579, 1.657], [5.136, -1.594, 0.999], [4.723, -1.155, -0.254], [3.514, -1.593, -0.791], [2.608, -2.362, -0.015], [1.221, -2.621, -0.440], [4.759, -3.052, 2.567], [6.058, -1.216, 1.444], [5.354, -0.487, -0.852], [3.274, -1.377, -1.836], [1.086, -2.358, -1.494], [1.018, -3.685, -0.284]]}

=====

{"formula": "C31H49F3FeN8OPS2Si", "method": "ωB97M-V with the def2-TZVPD basis set", "total_charge": 0, "fmax_ev_per_a": 2.100, "molar_mass_g_mol": 785.82, "relative_energy_kcal_mol": 0.0, "orbital_gap_ev": [7.6, 7.1], "multiplicity": 6, "symbols": ["Fe", "C", "C", "N", "C", "S", "N", "N", "C", "C", "C", "C", "C", "C", "C", "N", "H", "H", "H", "H", "H", "H", "H", "H", "H", "H", "H", "H", "H", "C", "Si", "C", "C", "C", "C", "C", "C", "N", "C", "S", "H", "H", "H", "H", "H", "H", "H", "H", "H", "H", "H", "H", "F", "C", "F", "F", "O", "P", "N", "C", "C", "C", "C", "N", "C", "C", "C", "C", "N", "C", "C", "C", "C", "H", "H", "H", "H", "H", "H", "H", "H", "H", "H", "H", "H", "H", "H", "H", "H", "H", "H", "H", "H", "H", "H", "H", "H"], "xyz": [[0.907, -0.185, -0.966], [-2.293, -4.943, -3.907], [-2.131, -4.610, -2.383], [-0.735, -4.393, -1.962], [-0.114, -3.153, -2.002], [-1.036, -1.663, -2.007], [1.189, -3.150, -1.951], [1.673, -1.864, -2.144], [2.776, -1.681, -2.798], [3.637, -2.768, -3.417], [3.155, -0.230, -2.919], [4.349, 0.254, -3.458], [4.592, 1.632, -3.505], [3.553, 2.464, -3.165], [2.340, 1.913, -2.731], [2.180, 0.607, -2.548], [-3.307, -5.121, -4.194], [-1.756, -5.850, -4.222], [-1.994, -4.110, -4.513], [-2.678, -5.333, -1.747], [-2.706, -3.672, -2.196], [-0.144, -5.169, -2.158], [3.114, -3.712, -3.383], [4.592, -2.849, -2.834], [3.882, -2.576, -4.442], [5.151, -0.425, -3.648], [5.531, 2.063, -3.834], [3.675, 3.572, -3.110], [1.495, 2.537, -2.536], [-1.397, 4.620, -2.989], [-1.339, 4.931, -1.120], [-2.889, 4.425, -0.291], [-1.095, 6.750, -0.881], [0.199, 4.144, -0.294], [1.185, 4.839, 0.352], [2.277, 4.223, 0.919], [2.324, 2.869, 0.833], [1.451, 2.165, 0.118], [0.383, 2.760, -0.419], [-0.612, 1.749, -1.412], [-2.090, 5.361, -3.460], [-1.706, 3.609, -3.262], [-0.413, 4.844, -3.427], [-3.673, 4.958, -0.828], [-2.838, 4.841, 0.735], [-3.060, 3.352, -0.219], [-1.859, 7.258, -1.436], [-0.123, 7.062, -1.281], [-1.160, 7.173, 0.125], [1.128, 5.927, 0.377], [3.082, 4.804, 1.372], [3.180, 2.313, 1.139], [2.776, -0.241, 1.646], [2.797, -0.459, 0.214], [3.273, -1.722, 0.118], [3.831, 0.345, -0.176], [0.251, -0.704, 0.805], [-0.632, -1.142, 1.923], [-0.342, -0.129, 3.165], [0.513, 1.051, 3.080], [-0.198, 2.089, 3.896], [-0.665, 1.232, 5.088], [-1.112, -0.061, 4.370], [-0.354, -2.706, 2.414], [-0.488, -3.842, 1.508], [0.600, -4.856, 1.984], [1.693, -3.972, 2.550], [0.889, -2.867, 3.229], [-2.248, -1.072, 1.643], [-3.123, -2.217, 1.230], [-4.294, -1.486, 0.494], [-4.173, -0.041, 1.001], [-2.698, 0.136, 0.985], [0.684, 1.265, 2.040], [1.481, 0.809, 3.580], [-1.023, 2.540, 3.377], [0.563, 2.842, 4.205], [-1.462, 1.622, 5.681], [0.213, 1.045, 5.718], [-2.180, -0.064, 4.152], [-0.874, -0.905, 5.049], [-0.326, -3.560, 0.469], [-1.478, -4.295, 1.577], [0.895, -5.521, 1.166], [0.105, -5.462, 2.772], [2.273, -3.557, 1.739], [2.356, -4.520, 3.234], [1.418, -1.932, 3.262], [0.584, -3.179, 4.226], [-3.496, -2.754, 2.122], [-2.558, -2.859, 0.565], [-5.204, -1.956, 0.687], [-4.146, -1.426, -0.593], [-4.549, 0.099, 2.013], [-4.747, 0.577, 0.323], [-2.343, 1.026, 1.554], [-2.331, 0.262, -0.056]]}